{
  "formula": "C26H41N2O2",
  "method": "ωB97M-V with the def2-TZVPD basis set",
  "symbols": ["C", "C", "C", "N", "C", "C", "N", "C", "C", "O", "C", "O", "C", "C", "C", "C", "C", "C", "C", "C", "C", "C", "C", "C", "C", "C", "C", "C", "C", "C", "H", "H", "H", "H", "H", "H", "H", "H", "H", "H", "H", "H", "H", "H", "H", "H", "H", "H", "H", "H", "H", "H", "H", "H", "H", "H", "H", "H", "H", "H", "H", "H", "H", "H", "H", "H", "H", "H", "H", "H", "H"],
  "positions_angstrom": [[-3.096, -1.059, 2.225], [-2.712, -2.191, 1.271], [-3.528, -3.443, 1.608], [-2.818, -1.725, -0.123], [-4.163, -1.716, -0.680], [-4.292, -0.453, -1.562], [-3.503, 0.592, -0.888], [-4.253, 1.583, -0.097], [-3.453, 2.897, -0.048], [-2.948, 3.088, -1.356], [-2.338, 2.838, 1.015], [-1.649, 1.608, 0.977], [-0.286, 1.625, 0.696], [0.255, 2.337, -0.362], [1.612, 2.248, -0.631], [2.444, 1.443, 0.133], [3.936, 1.308, -0.113], [4.644, 2.102, 0.994], [4.378, 1.870, -1.471], [4.285, -0.173, -0.107], [3.487, -1.044, -0.844], [3.770, -2.395, -0.901], [4.864, -2.904, -0.222], [5.669, -2.048, 0.507], [5.383, -0.693, 0.564], [1.882, 0.740, 1.196], [0.536, 0.828, 1.483], [-1.803, -2.238, -1.067], [-1.668, -3.761, -1.113], [-0.443, -1.594, -0.800], [-2.894, -1.367, 3.247], [-2.514, -0.165, 2.018], [-4.157, -0.829, 2.158], [-1.655, -2.415, 1.431], [-3.229, -3.805, 2.588], [-4.593, -3.229, 1.646], [-3.363, -4.241, 0.892], [-4.881, -1.651, 0.137], [-4.401, -2.606, -1.270], [-5.335, -0.159, -1.675], [-3.880, -0.634, -2.555], [-2.850, -0.064, -0.287], [-2.940, 1.151, -1.542], [-5.207, 1.777, -0.592], [-4.434, 1.213, 0.911], [-4.134, 3.714, 0.224], [-2.641, 3.993, -1.466], [-1.652, 3.680, 0.884], [-2.804, 2.925, 2.005], [-0.372, 2.952, -0.991], [2.005, 2.812, -1.461], [4.263, 3.121, 1.009], [5.715, 2.146, 0.811], [4.468, 1.658, 1.971], [5.431, 1.645, -1.623], [3.817, 1.416, -2.285], [4.256, 2.950, -1.507], [2.631, -0.654, -1.378], [3.138, -3.054, -1.479], [5.089, -3.959, -0.265], [6.528, -2.433, 1.035], [6.029, -0.050, 1.139], [2.510, 0.108, 1.805], [0.106, 0.280, 2.306], [-2.130, -1.910, -2.060], [-2.627, -4.237, -1.306], [-1.256, -4.150, -0.187], [-0.994, -4.033, -1.920], [-0.516, -0.510, -0.770], [0.244, -1.869, -1.594], [-0.013, -1.930, 0.138]],
  "e_homo_ev": -10.79,
  "smiles": "CC(C)N(CC[NH2+]C[C@H](O)COc1ccc(C(C)(C)c2ccccc2)cc1)C(C)C",
  "de_lowest_kcal_mol": 5.2,
  "e_tot_ha": -1275.09629,
  "charge": 1
}